Record 1
{"formula": "C30H33BBrCdN9O4S2Te", "method": "ωB97M-V with the def2-TZVPD basis set", "species": ["Cd", "N", "C", "C", "C", "C", "C", "C", "S", "O", "O", "N", "C", "N", "C", "C", "C", "N", "H", "H", "H", "H", "H", "H", "H", "H", "H", "C", "C", "N", "N", "C", "S", "N", "N", "H", "H", "H", "H", "H", "H", "Br", "C", "C", "C", "C", "C", "C", "C", "O", "O", "H", "H", "H", "H", "B", "C", "N", "H", "H", "H", "C", "C", "C", "C", "C", "C", "Te", "C", "C", "C", "H", "H", "H", "H", "H", "H", "H", "H", "H", "H", "H"], "positions_angstrom": [[0.10, -0.30, -0.52], [2.57, -0.34, 8.08], [2.06, 0.13, 6.86], [1.15, -0.63, 6.13], [0.63, -0.15, 4.94], [1.02, 1.10, 4.47], [1.92, 1.87, 5.19], [2.44, 1.39, 6.38], [0.31, 1.69, 2.97], [0.74, 3.06, 2.82], [-1.11, 1.42, 3.09], [0.81, 0.74, 1.80], [2.14, 0.68, 1.48], [2.34, 0.12, 0.27], [3.59, -0.09, -0.12], [4.67, 0.27, 0.65], [4.36, 0.89, 1.86], [3.13, 1.10, 2.29], [2.56, -1.35, 8.16], [3.48, 0.03, 8.32], [0.85, -1.60, 6.50], [-0.08, -0.73, 4.38], [2.22, 2.83, 4.79], [3.14, 1.98, 6.95], [3.71, -0.57, -1.09], [5.69, 0.10, 0.33], [5.16, 1.23, 2.52], [-3.41, 3.80, 1.20], [-2.12, 4.15, 0.56], [-1.64, 5.34, 0.39], [-0.42, 5.09, -0.22], [-0.13, 3.79, -0.40], [1.26, 3.12, -1.06], [-1.27, 3.20, 0.08], [-1.44, 1.82, 0.18], [-4.02, 4.70, 1.31], [-3.23, 3.36, 2.18], [-3.95, 3.05, 0.62], [0.25, 5.83, -0.34], [-1.44, 1.56, 1.18], [-2.34, 1.53, -0.19], [-8.24, -2.56, 1.19], [-6.35, -2.81, 1.08], [-5.82, -4.06, 1.36], [-4.45, -4.24, 1.28], [-3.62, -3.17, 0.93], [-4.17, -1.93, 0.65], [-5.55, -1.75, 0.72], [-3.28, -0.76, 0.24], [-3.85, 0.27, -0.16], [-2.05, -1.00, 0.32], [-6.48, -4.88, 1.64], [-4.02, -5.21, 1.50], [-2.55, -3.28, 0.86], [-5.95, -0.77, 0.49], [2.03, -4.87, 0.19], [1.39, -3.44, -0.11], [0.93, -2.41, -0.36], [1.67, -5.64, -0.68], [1.64, -5.23, 1.29], [3.25, -4.74, 0.18], [2.53, -0.40, -8.06], [1.73, -0.26, -6.79], [1.49, -1.35, -5.98], [0.72, -1.26, -4.82], [0.51, -2.49, -3.97], [0.15, -0.02, -4.47], [-1.24, 0.13, -2.88], [0.43, 1.11, -5.26], [-0.06, 2.49, -4.89], [1.21, 0.97, -6.41], [2.95, -1.40, -8.16], [3.36, 0.31, -8.10], [1.91, -0.22, -8.95], [1.92, -2.32, -6.24], [1.18, -3.29, -4.29], [-0.52, -2.84, -4.03], [0.70, -2.29, -2.91], [0.18, 2.73, -3.85], [-1.15, 2.56, -4.97], [0.39, 3.24, -5.54], [1.42, 1.85, -7.02]], "mulliken_charge": [2.35, -0.63, 1.11, -0.73, -0.72, -0.67, -0.15, -0.79, 1.77, -0.79, -0.92, -0.26, 0.12, 0.16, -0.29, -0.82, -0.28, -0.38, 0.23, 0.22, 0.26, 0.54, 0.49, 0.25, 0.47, 0.36, 0.39, -1.12, 1.15, -1.02, 0.24, -0.11, -0.43, -0.01, 0.23, 0.38, 0.20, 0.28, 0.21, -0.02, 0.20, -0.27, 0.06, -0.36, -0.56, -0.62, 0.13, -0.28, 0.22, -0.85, -0.87, 0.38, 0.39, 0.56, 0.52, 0.15, 0.05, -0.91, -0.15, -0.15, -0.15, -1.44, 0.72, -1.01, 0.85, -1.22, -0.01, -0.15, 1.03, -1.44, -0.92, 0.33, 0.32, 0.29, 0.20, 0.36, 0.34, -0.06, 0.11, 0.32, 0.35, 0.25], "homo_ev": -1.97, "charge": -2}

Record 2
{"formula": "C30H33Br2LaN2O2", "method": "ωB97M-V with the def2-TZVPD basis set", "species": ["La", "C", "C", "C", "C", "C", "C", "Br", "C", "C", "Br", "C", "O", "C", "N", "H", "H", "H", "H", "H", "H", "C", "C", "O", "H", "H", "H", "C", "C", "C", "C", "C", "C", "C", "C", "N", "C", "C", "C", "C", "C", "C", "C", "C", "C", "C", "H", "H", "H", "H", "H", "H", "H", "H", "H", "H", "H", "H", "H", "H", "H", "H", "H", "H", "H", "H", "H", "H", "H", "H"], "positions_angstrom": [[-14.83, -11.79, -0.57], [-14.06, -13.81, -3.64], [-12.80, -13.14, -3.18], [-11.59, -13.46, -3.73], [-10.49, -12.69, -3.33], [-10.62, -11.61, -2.45], [-9.54, -10.78, -2.12], [-7.78, -10.85, -2.88], [-9.69, -9.89, -1.07], [-10.93, -9.63, -0.46], [-10.94, -8.25, 0.91], [-12.06, -10.34, -0.93], [-13.32, -10.06, -0.49], [-11.88, -11.39, -1.85], [-12.97, -12.13, -2.30], [-13.86, -14.59, -4.41], [-14.72, -13.05, -4.07], [-14.57, -14.26, -2.73], [-11.47, -14.25, -4.43], [-9.53, -12.81, -3.87], [-8.87, -9.30, -0.74], [-17.13, -8.96, -2.29], [-16.35, -9.67, -1.21], [-16.38, -9.42, -0.02], [-18.10, -8.69, -1.87], [-17.32, -9.68, -3.08], [-16.54, -8.08, -2.59], [-13.79, -8.04, 3.26], [-14.34, -9.46, 3.49], [-15.00, -9.73, 4.69], [-15.33, -11.10, 5.09], [-15.83, -11.30, 6.52], [-15.18, -12.08, 4.14], [-14.80, -11.78, 2.77], [-14.21, -10.48, 2.56], [-14.93, -12.60, 1.71], [-15.49, -13.95, 1.85], [-15.60, -14.59, 0.45], [-16.22, -16.02, 0.46], [-15.21, -16.87, 1.26], [-15.07, -16.32, 2.69], [-16.47, -16.30, 3.33], [-17.45, -15.42, 2.51], [-17.62, -15.94, 1.09], [-16.89, -13.98, 2.48], [-14.53, -14.85, 2.65], [-13.60, -7.60, 4.26], [-14.51, -7.48, 2.71], [-12.87, -8.13, 2.66], [-15.09, -8.94, 5.40], [-16.53, -12.15, 6.55], [-16.43, -10.38, 6.78], [-15.00, -11.43, 7.29], [-15.47, -13.10, 4.39], [-13.64, -10.24, 1.60], [-14.63, -14.62, -0.05], [-16.39, -13.92, -0.20], [-16.24, -16.37, -0.55], [-14.27, -16.85, 0.78], [-15.57, -17.94, 1.33], [-14.36, -16.88, 3.29], [-16.39, -15.96, 4.42], [-16.84, -17.36, 3.41], [-18.39, -15.41, 3.09], [-18.35, -15.36, 0.49], [-18.04, -17.00, 1.11], [-16.90, -13.64, 3.53], [-17.58, -13.35, 1.90], [-13.51, -14.84, 2.15], [-14.38, -14.52, 3.69]], "mulliken_charge": [1.26, -1.27, 0.99, -0.93, -0.71, 1.45, -0.55, -0.21, -0.28, -0.61, -0.16, 0.92, -0.69, -0.04, -0.36, 0.39, 0.28, 0.15, 0.44, 0.24, 0.47, -1.26, 0.44, -0.57, 0.36, 0.25, 0.29, -0.88, -0.16, -1.05, 0.03, -1.33, -0.66, 1.06, 0.34, -1.17, 2.73, -2.79, 0.16, -1.55, 0.31, -1.08, 0.41, -1.41, -0.92, -0.81, 0.44, 0.31, -0.26, 0.36, 0.33, 0.35, 0.27, 0.59, 0.08, 0.85, 0.17, 0.37, 0.52, 0.47, 0.36, 0.42, 0.49, 0.27, 0.40, 0.44, 0.34, 0.30, 0.32, 0.31], "homo_ev": -6.22}